Computed, not measured: a cluster of 10 separate species, C65H150N10O10 in total, with ωB97M-V with the def2-TZVPD basis set.

```
235
Properties=species:S:1:pos:R:3
C -2.208 -9.299 0.443
C -2.951 -8.007 0.730
C -4.354 -8.448 1.134
C -2.328 -7.200 1.905
C -0.961 -6.609 1.600
C -1.025 -5.673 0.323
C -1.751 -6.378 -0.859
C -2.231 -5.371 -1.877
C -0.658 -7.235 -1.566
N -3.002 -7.142 -0.497
O -3.449 -7.919 -1.626
H -2.401 -9.738 -0.478
H -1.119 -9.146 0.427
H -2.352 -10.074 1.179
H -4.920 -7.604 1.601
H -4.871 -8.779 0.224
H -4.303 -9.222 1.903
H -3.064 -6.418 2.106
H -2.198 -7.811 2.789
H -0.477 -6.055 2.379
H -0.298 -7.455 1.275
H -0.016 -5.406 -0.002
H -1.545 -4.781 0.515
H -2.203 -5.848 -2.870
H -1.467 -4.512 -1.807
H -3.218 -4.973 -1.644
H -0.065 -6.515 -2.156
H -1.074 -8.003 -2.142
H -0.028 -7.731 -0.834
H -4.415 -7.872 -1.412
C -0.460 1.387 3.735
C -1.675 0.468 3.415
C -2.174 -0.169 4.730
C -2.770 1.377 2.795
C -3.951 0.565 2.239
C -3.351 -0.308 1.117
C -2.209 -1.245 1.637
C -2.704 -2.464 2.393
C -1.391 -1.852 0.510
N -1.201 -0.441 2.381
O -0.245 -1.293 2.961
H 0.148 0.934 4.509
H 0.208 1.481 2.875
H -0.761 2.412 3.866
H -2.975 -0.924 4.611
H -1.210 -0.542 5.163
H -2.522 0.617 5.424
H -3.038 2.170 3.568
H -2.220 1.933 2.013
H -4.343 -0.080 2.990
H -4.698 1.280 1.814
H -3.006 0.294 0.240
H -4.093 -0.976 0.626
H -1.946 -2.805 3.138
H -2.971 -3.305 1.729
H -3.660 -2.251 2.926
H -2.121 -2.305 -0.176
H -0.770 -2.643 0.957
H -0.724 -1.112 -0.040
H 0.657 -0.987 2.667
C -3.976 3.914 -1.419
C -4.591 5.201 -0.963
C -5.380 5.889 -2.094
C -5.635 4.927 0.108
C -5.002 4.725 1.432
C -4.101 5.890 1.782
C -2.928 6.110 0.817
C -2.312 7.431 1.124
C -1.915 5.018 0.850
N -3.585 6.274 -0.488
O -2.493 6.278 -1.420
H -4.766 3.253 -1.643
H -3.339 4.058 -2.244
H -3.455 3.451 -0.680
H -5.923 6.749 -1.753
H -4.736 6.091 -3.015
H -6.143 5.222 -2.541
H -6.211 5.830 0.124
H -6.172 4.040 -0.264
H -5.693 4.597 2.232
H -4.378 3.878 1.468
H -3.669 5.782 2.777
H -4.731 6.798 1.949
H -2.892 8.277 0.849
H -1.303 7.460 0.644
H -2.106 7.531 2.301
H -2.375 4.039 0.999
H -1.176 5.177 1.645
H -1.334 5.011 -0.047
H -2.730 7.051 -1.988
C 3.751 6.745 0.165
C 2.264 6.558 0.263
C 1.676 6.172 -1.063
C 1.979 5.385 1.263
C 2.364 5.753 2.701
C 1.510 6.999 3.110
C 1.760 8.132 2.127
C 0.678 9.234 2.448
C 3.157 8.813 2.435
N 1.538 7.741 0.721
O 1.777 8.730 -0.210
H 4.246 6.044 -0.556
H 3.983 7.751 -0.085
H 4.401 6.544 1.046
H 1.993 5.105 -1.277
H 0.613 6.229 -1.126
H 2.146 6.827 -1.765
H 0.915 4.976 1.158
H 2.570 4.560 0.847
H 2.239 4.850 3.360
H 3.422 6.120 2.719
H 1.661 7.415 4.114
H 0.426 6.703 3.089
H -0.360 8.781 2.203
H 0.783 10.186 1.945
H 0.614 9.558 3.530
H 3.372 9.524 1.596
H 3.982 8.086 2.497
H 3.116 9.287 3.437
H 0.894 9.111 -0.486
C 4.056 -5.733 2.518
C 2.867 -5.083 3.213
C 2.054 -4.277 2.183
C 2.052 -6.276 3.845
C 1.140 -5.771 4.958
C 2.036 -5.042 5.948
C 2.733 -3.796 5.352
C 1.642 -2.668 4.930
C 3.548 -3.156 6.410
N 3.543 -4.254 4.276
O 4.126 -3.073 3.584
H 4.627 -4.999 1.898
H 4.652 -6.224 3.272
H 3.664 -6.508 1.845
H 1.035 -4.020 2.429
H 2.491 -3.328 1.888
H 1.803 -4.910 1.338
H 1.569 -6.835 3.037
H 2.880 -6.977 4.076
H 0.400 -5.111 4.503
H 0.577 -6.579 5.455
H 2.775 -5.696 6.283
H 1.441 -4.800 6.825
H 2.138 -1.897 4.444
H 1.157 -2.399 5.861
H 0.915 -3.007 4.195
H 2.769 -2.912 7.180
H 4.135 -2.275 6.143
H 4.174 -3.836 6.931
H 5.043 -3.244 3.709
C -1.420 -2.255 -9.459
O -0.311 -1.766 -8.784
C -0.028 -2.375 -7.555
C 0.715 -1.483 -6.613
C 1.327 -2.318 -5.553
N -0.099 -0.325 -6.093
H -2.371 -2.267 -8.950
H -1.291 -3.328 -9.763
H -1.488 -1.747 -10.431
H -0.918 -2.672 -7.074
H 0.632 -3.281 -7.709
H 1.593 -1.242 -7.232
H 2.045 -1.736 -5.029
H 1.745 -3.239 -5.967
H 0.502 -2.721 -4.850
H 0.522 0.278 -5.582
H -0.421 0.164 -6.898
C 7.073 -2.614 -4.847
O 6.620 -1.375 -4.341
C 5.215 -1.258 -4.600
C 4.715 0.092 -4.130
C 4.751 0.192 -2.613
N 3.340 0.193 -4.584
H 8.165 -2.686 -4.862
H 6.784 -2.815 -5.840
H 6.722 -3.451 -4.273
H 5.108 -1.336 -5.783
H 4.648 -2.001 -4.051
H 5.347 0.868 -4.646
H 4.595 1.213 -2.307
H 5.705 -0.121 -2.128
H 3.959 -0.520 -2.200
H 3.282 0.424 -5.569
H 2.908 0.849 -4.037
C -5.678 -0.278 -1.530
O -4.542 -1.052 -1.858
C -3.596 -0.181 -2.441
C -3.843 0.126 -3.941
C -4.292 -1.104 -4.723
N -2.737 0.897 -4.484
H -6.133 -0.039 -2.450
H -5.440 0.633 -0.924
H -6.385 -0.915 -0.989
H -3.384 0.772 -1.879
H -2.678 -0.801 -2.367
H -4.695 0.853 -4.061
H -4.687 -1.930 -4.081
H -3.469 -1.444 -5.364
H -5.129 -0.762 -5.446
H -3.126 1.507 -5.153
H -1.909 0.387 -4.812
C 5.259 3.214 0.463
O 4.530 2.661 1.532
C 4.149 1.265 1.221
C 3.229 0.846 2.323
C 3.888 0.718 3.702
N 2.609 -0.457 1.983
H 4.871 2.821 -0.469
H 6.371 2.940 0.495
H 5.058 4.282 0.512
H 3.692 1.164 0.205
H 5.067 0.764 1.268
H 2.441 1.650 2.440
H 3.217 0.137 4.360
H 4.189 1.676 4.191
H 4.779 0.031 3.564
H 3.301 -1.200 2.032
H 2.235 -0.492 1.044
C 1.942 -1.935 -1.298
O 1.717 -0.586 -1.050
C 0.867 -0.098 -2.037
C 0.697 1.417 -1.903
C 0.314 1.733 -0.432
N -0.067 2.033 -2.969
H 2.529 -2.204 -2.232
H 0.904 -2.400 -1.350
H 2.419 -2.381 -0.412
H 1.330 -0.350 -3.011
H -0.235 -0.521 -1.983
H 1.763 1.778 -2.005
H 1.022 1.300 0.217
H -0.702 1.287 -0.254
H 0.268 2.888 -0.393
H -1.048 1.844 -2.844
H 0.114 2.987 -2.906
```

The HOMO energy is -8.07 eV. For the electronic energy, the calculation gives -105202.360 eV. The value obtained for the LUMO energy is 0.5 eV. The total charge is 0. As for the HOMO-LUMO gap: 8.592 eV. The value obtained for the energy above the lowest of the compared OMol25 structures with the same formula, charge and spin is 68.4 kcal/mol. The SMILES is CC1(C)CCCC(C)(C)N1O.CC1(C)CCCC(C)(C)N1O.CC1(C)CCCC(C)(C)N1O.CC1(C)CCCC(C)(C)N1O.CC1(C)CCCC(C)(C)N1O.COC[C@H](C)N.COC[C@H](C)N.COC[C@H](C)N.COC[C@H](C)N.COC[C@H](C)N.

Here are the Mulliken charges for atoms 1 to 99, given in e: atom 1 (C): -1.92, atom 2 (C): 1.68, atom 3 (C): -1.77, atom 4 (C): -1.42, atom 5 (C): 0.61, atom 6 (C): -0.53, atom 7 (C): 1.97, atom 8 (C): -1.51, atom 9 (C): -2.09, atom 10 (N): 0.04, atom 11 (O): -0.46, atom 12 (H): 0.40, atom 13 (H): 0.33, atom 14 (H): 0.44, atom 15 (H): 0.32, atom 16 (H): 0.47, atom 17 (H): 0.39, atom 18 (H): 0.21, atom 19 (H): 0.41, atom 20 (H): -0.45, atom 21 (H): 0.18, atom 22 (H): 0.54, atom 23 (H): -0.51, atom 24 (H): 0.39, atom 25 (H): -0.02, atom 26 (H): 0.51, atom 27 (H): 0.45, atom 28 (H): 0.52, atom 29 (H): 0.37, atom 30 (H): 0.42, atom 31 (C): -1.78, atom 32 (C): 1.61, atom 33 (C): -1.41, atom 34 (C): -0.69, atom 35 (C): -1.40, atom 36 (C): -0.35, atom 37 (C): 1.70, atom 38 (C): -1.43, atom 39 (C): -0.41, atom 40 (N): 0.89, atom 41 (O): 1.37, atom 42 (H): 0.32, atom 43 (H): 0.00, atom 44 (H): 0.47, atom 45 (H): 0.31, atom 46 (H): 0.12, atom 47 (H): 0.39, atom 48 (H): 0.67, atom 49 (H): -0.52, atom 50 (H): 0.57, atom 51 (H): 0.30, atom 52 (H): -0.88, atom 53 (H): 0.63, atom 54 (H): -0.24, atom 55 (H): 0.37, atom 56 (H): 0.51, atom 57 (H): 0.73, atom 58 (H): -0.93, atom 59 (H): -0.36, atom 60 (H): -0.22, atom 61 (C): -2.30, atom 62 (C): 2.22, atom 63 (C): -1.97, atom 64 (C): -1.67, atom 65 (C): 0.20, atom 66 (C): -1.66, atom 67 (C): 2.25, atom 68 (C): -1.79, atom 69 (C): -0.05, atom 70 (N): -0.02, atom 71 (O): -0.49, atom 72 (H): 0.66, atom 73 (H): 0.59, atom 74 (H): 0.33, atom 75 (H): 0.46, atom 76 (H): 0.35, atom 77 (H): 0.36, atom 78 (H): 0.45, atom 79 (H): 0.42, atom 80 (H): 0.54, atom 81 (H): -0.51, atom 82 (H): 0.59, atom 83 (H): 0.28, atom 84 (H): 0.41, atom 85 (H): 0.19, atom 86 (H): 0.35, atom 87 (H): -1.18, atom 88 (H): 0.02, atom 89 (H): 0.50, atom 90 (H): 0.39, atom 91 (C): -2.15, atom 92 (C): 2.15, atom 93 (C): -1.54, atom 94 (C): 0.22, atom 95 (C): -0.69, atom 96 (C): -0.87, atom 97 (C): 1.00, atom 98 (C): -1.62, atom 99 (C): -1.72